Below is C38H65HgO4Si2 as an isolated structure, with properties calculated with the ωB97M-V functional and the def2-TZVPD basis.

Structure (XYZ):
```
110
Properties=species:S:1:pos:R:3:forces:R:3
Hg 0.09526 0.04612 -0.49047 -0.2 -0.3 0.0
C 2.21258 -0.31183 2.79563 0.0 0.0 0.0
C 3.11843 -0.89760 1.69932 -0.1 0.1 0.1
C 4.57832 -0.73688 2.14019 0.0 0.0 0.0
C 2.79628 -2.39594 1.66356 0.0 0.0 0.0
Si 2.63982 -0.06162 -0.01182 -0.3 0.0 0.1
C 3.44018 1.71459 -0.11138 0.0 0.0 -0.1
C 4.93883 1.75328 -0.43302 0.0 0.0 0.0
C 2.68293 2.53094 -1.17332 0.0 0.0 0.0
C 3.21951 2.45984 1.21094 0.0 0.0 0.0
C 3.32145 -1.17450 -1.47393 -0.1 0.0 0.0
C 4.76622 -1.66216 -1.32352 0.0 0.0 0.0
C 3.21330 -0.39566 -2.79172 0.0 0.0 0.0
C 2.41219 -2.40250 -1.65162 0.1 0.0 0.0
H 2.41722 -0.81912 3.74952 0.0 0.0 0.0
H 1.15784 -0.45957 2.55215 0.0 0.0 0.0
H 2.35779 0.75504 2.95078 0.0 0.0 0.0
H 4.74608 -1.27480 3.08566 0.0 0.0 0.0
H 4.84771 0.30578 2.31144 0.0 0.0 0.0
H 5.27821 -1.14199 1.40636 0.0 0.0 0.0
H 2.90215 -2.81143 2.67520 0.0 0.0 0.0
H 3.46855 -2.95551 1.01201 0.0 0.0 0.0
H 1.77049 -2.58232 1.33405 0.0 0.0 0.0
H 5.15031 1.41252 -1.44794 0.0 0.0 0.0
H 5.52778 1.13716 0.25010 0.0 0.0 0.0
H 5.31010 2.78577 -0.35291 0.0 0.0 0.0
H 2.76284 2.11074 -2.17405 0.0 0.0 0.0
H 3.08753 3.55300 -1.20336 0.0 0.0 0.0
H 1.61965 2.59502 -0.93243 0.0 0.0 0.0
H 3.83707 2.07284 2.02270 0.0 0.0 0.0
H 2.17571 2.41798 1.52603 0.0 0.0 0.0
H 3.47733 3.51851 1.07522 0.0 0.0 0.0
H 5.47698 -0.83841 -1.23455 0.0 0.0 0.0
H 5.05298 -2.25369 -2.20578 0.0 0.0 0.0
H 4.89328 -2.30442 -0.45054 0.0 0.0 0.0
H 3.90586 0.44504 -2.84328 0.0 0.0 0.0
H 2.20137 -0.01062 -2.94218 0.0 0.0 0.0
H 3.44602 -1.06731 -3.62991 0.0 0.0 0.0
H 2.44918 -3.09093 -0.81009 0.0 0.0 0.0
H 2.72423 -2.95675 -2.54775 0.0 0.0 0.0
H 1.36989 -2.10743 -1.78256 0.0 0.0 0.0
C -1.73218 -6.57047 1.69520 0.0 -0.1 0.0
C -1.91676 -6.12655 0.38909 0.0 0.0 0.0
C -1.79636 -4.78480 0.06756 0.0 -0.1 0.0
C -1.48693 -3.83015 1.04849 0.0 0.5 -0.1
C -1.29296 -4.29833 2.35439 0.0 -0.1 0.1
C -1.41295 -5.64103 2.67652 0.0 0.1 0.0
C -1.33727 -2.38181 0.78594 0.0 -0.6 0.2
C -1.53618 -1.68502 -0.35279 0.4 0.6 -0.2
C -2.17832 -2.11070 -1.56170 -0.1 0.1 0.2
C -1.54518 -2.05361 -2.82295 0.0 0.0 -0.1
C -2.21676 -2.40939 -3.98207 0.0 0.1 0.0
C -3.54792 -2.80822 -3.95087 0.0 0.0 0.0
C -4.20558 -2.82082 -2.71795 -0.1 -0.1 0.1
C -3.54458 -2.47688 -1.55685 0.0 -0.1 0.0
H -1.82752 -7.62219 1.93904 0.0 0.0 0.0
H -2.15344 -6.83808 -0.39471 0.0 0.0 0.0
H -1.93566 -4.46551 -0.95480 0.0 0.0 0.0
H -1.04076 -3.57823 3.12575 0.0 0.0 0.0
H -1.24770 -5.96484 3.69874 0.0 0.0 0.0
H -0.97529 -1.85306 1.66894 0.0 0.0 0.0
H -0.51809 -1.71286 -2.86842 0.0 0.0 0.0
H -1.69084 -2.35772 -4.93003 0.0 0.0 0.0
H -4.06548 -3.09316 -4.85936 0.0 0.0 0.0
H -5.25051 -3.11053 -2.66468 0.0 0.0 0.0
H -4.06925 -2.48618 -0.60802 0.0 0.0 0.0
C -0.89849 5.13567 -0.99810 -0.1 0.0 0.0
C -0.67319 5.44417 0.48287 0.0 0.0 -0.1
C -0.88393 6.93379 0.73693 -0.1 0.0 0.0
C 0.73710 5.03487 0.88753 0.0 0.0 0.1
O -1.61544 4.76788 1.29932 0.0 -0.1 0.0
Si -2.01939 3.14742 1.13010 0.2 -0.2 -0.1
O -0.89911 2.24266 0.51303 0.2 0.0 0.0
O -2.48530 2.70202 2.67686 0.1 0.0 0.0
C -1.70616 1.88807 3.54912 0.0 0.0 0.0
C -2.33707 2.03418 4.92981 -0.1 0.0 0.0
C -0.24947 2.35069 3.59811 0.0 0.1 0.0
C -1.77188 0.43755 3.08388 0.0 0.0 0.0
O -3.44111 3.26235 0.27515 -0.2 0.1 0.2
C -4.37942 2.23880 -0.02018 0.1 -0.1 -0.1
C -5.23743 1.92774 1.20806 0.0 0.1 0.1
C -5.26694 2.79909 -1.12879 0.0 0.0 0.0
C -3.68310 0.97220 -0.50847 0.0 0.0 0.0
H -0.28557 5.79213 -1.62273 0.0 0.0 0.0
H -1.95218 5.27927 -1.24663 0.0 0.1 0.0
H -0.64469 4.09634 -1.20961 0.0 0.0 0.0
H -0.14661 7.52910 0.19199 0.0 0.0 0.0
H -0.79053 7.14301 1.80450 0.0 0.0 0.0
H -1.88529 7.23031 0.41808 0.0 0.0 0.0
H 1.48942 5.55729 0.28937 0.0 0.0 0.0
H 0.84454 3.96275 0.74075 0.0 0.0 0.0
H 0.90172 5.25990 1.94496 0.0 0.0 0.0
H -2.30738 3.08004 5.24217 0.0 0.0 0.0
H -1.80444 1.42684 5.66587 0.0 0.0 0.0
H -3.38173 1.71747 4.89822 0.0 0.0 0.0
H -0.20459 3.41162 3.85788 0.0 0.0 0.0
H 0.21294 2.21904 2.61971 0.0 0.0 0.0
H 0.30565 1.77468 4.34377 0.0 0.0 0.0
H -2.80808 0.09106 3.05724 0.0 0.0 0.0
H -1.20070 -0.21512 3.75103 0.0 0.0 0.0
H -1.36295 0.35994 2.07605 0.0 0.0 0.0
H -5.92621 2.75208 1.41404 0.0 0.0 0.0
H -4.60435 1.79577 2.08421 0.0 -0.1 0.0
H -5.81502 1.01462 1.04345 0.0 0.0 0.0
H -5.69337 3.75318 -0.81142 0.0 0.0 0.0
H -6.07827 2.10516 -1.36331 0.0 0.0 0.0
H -4.67621 2.96587 -2.03099 0.0 0.0 0.0
H -3.08521 0.50531 0.27463 0.0 0.0 0.0
H -2.99250 1.20233 -1.32096 0.0 0.0 0.0
H -4.41597 0.24162 -0.86129 0.0 0.0 0.0
```
Positions in Å, forces in eV/Å.

Results
F_max (eV/Å): 0.76
HOMO (spin up / spin down) (eV): 1.43 / -1.44
Orbital gap (spin up / spin down) (eV): 3.0 / 5.8
Spin multiplicity: 2
Total energy (hartree): -2520.5115
Total charge: -2
LUMO level (spin up / spin down) (eV): 4.442 / 4.382
Relative energy (zero: lowest compared OMol25 entry of this formula, charge and spin) (kJ/mol): 81.0

=====

Below is a 11-piece molecular cluster, C38H66O19S3 overall at a distorted geometry, with properties calculated with the ωB97M-V functional and the def2-TZVPD basis.

Structure (XYZ):
```
126
Properties=species:S:1:pos:R:3:forces:R:3
C 0.29414 4.14819 -2.27178 0.7 1.0 0.4
S -0.82343 3.19543 -3.29177 -0.3 0.4 0.2
O -2.16898 3.43486 -2.68940 -0.1 -0.3 0.0
C -0.78845 4.32405 -4.70812 -0.1 -0.7 -0.1
H 0.29877 3.89580 -1.21064 -0.3 -0.7 -0.2
H -0.02395 5.19608 -2.28410 -0.2 -0.1 -0.3
H 1.32326 4.09975 -2.63166 -0.1 -0.2 -0.2
H -0.82669 5.33775 -4.32425 0.1 0.1 -0.2
H -1.70754 4.07916 -5.23992 0.0 0.1 0.0
H 0.04620 4.10488 -5.37194 0.2 0.2 0.2
C 4.45089 2.18093 -2.40941 -0.3 -0.2 -0.4
S 3.03998 1.16883 -2.91652 -0.1 -0.4 -0.1
O 2.25583 1.97442 -3.89875 0.0 0.3 0.2
C 3.89928 -0.04783 -3.92998 0.1 0.4 0.4
H 4.05724 2.85003 -1.64633 0.1 0.2 -0.1
H 4.76972 2.70850 -3.30820 0.1 0.1 0.1
H 5.25335 1.57173 -1.99837 0.0 -0.1 0.0
H 4.29047 0.47373 -4.80178 0.1 -0.1 0.0
H 3.15365 -0.78669 -4.20815 0.0 -0.1 0.0
H 4.69247 -0.48475 -3.32224 0.0 -0.2 -0.2
C -4.12617 -1.51504 0.22800 0.5 0.5 -1.0
S -5.05884 -2.15195 1.61918 -0.2 0.0 -0.4
O -4.50719 -3.49007 1.96411 0.3 0.0 0.1
C -4.53513 -0.94666 2.83481 0.1 0.5 0.0
H -4.17723 -2.12226 -0.68166 -0.5 -0.5 0.4
H -3.05302 -1.39264 0.39542 -0.1 0.1 0.5
H -4.54979 -0.55658 -0.08487 0.1 0.1 0.4
H -4.93453 0.03100 2.55531 -0.3 -0.1 0.0
H -3.46525 -0.76986 2.95298 0.1 -0.5 -0.2
H -4.99304 -1.26536 3.76883 0.0 0.0 0.1
O -1.56439 0.80270 2.45258 -0.1 0.0 0.4
C -0.87465 0.71087 1.47580 -0.1 0.5 0.4
O -1.44845 0.66539 0.25822 0.1 -0.2 -0.4
C -0.48740 0.38127 -0.76788 0.5 0.3 -0.1
C 0.88768 0.49456 -0.11332 0.6 -0.1 0.3
C 0.62551 0.67879 1.39313 0.4 -0.5 -1.0
H -0.56044 1.10631 -1.57859 -0.5 0.0 0.1
H -0.66777 -0.60937 -1.18571 -0.1 -0.1 0.2
H 1.44571 1.34993 -0.49365 -0.1 0.0 -0.1
H 1.49291 -0.38710 -0.32234 0.0 0.0 0.0
H 1.13249 1.57828 1.72622 -0.5 0.2 0.3
H 1.06457 -0.13349 1.96946 -0.3 -0.1 0.2
O 3.39313 -1.45468 3.51150 -0.1 -0.2 0.0
C 4.06756 -0.93961 2.67353 0.3 0.3 -0.2
O 3.56047 -0.07447 1.76780 0.0 0.0 0.0
C 4.55531 0.41239 0.84631 -0.1 -0.5 0.6
C 5.92058 0.02144 1.45813 -0.2 0.1 -0.4
C 5.57779 -1.04901 2.49682 -0.3 0.6 0.0
H 4.42046 1.48825 0.78816 -0.1 0.0 -0.3
H 4.34055 -0.09095 -0.09796 0.1 0.2 -0.2
H 6.36782 0.89898 1.92021 0.0 -0.1 0.1
H 6.59651 -0.31746 0.67428 0.1 -0.1 0.1
H 5.98752 -0.79883 3.47342 0.2 -0.3 0.0
H 5.85383 -2.05871 2.20981 0.1 -0.1 0.1
O -4.35139 -2.47798 -5.93098 -0.1 -0.2 -0.1
C -3.86344 -1.59822 -5.29407 0.4 0.2 -0.1
O -3.08224 -1.83963 -4.20212 -0.2 0.1 0.2
C -2.81078 -0.58856 -3.54286 -0.2 0.3 0.3
C -2.79178 0.44922 -4.64967 -0.6 -0.1 -0.4
C -3.92329 -0.09856 -5.53538 0.0 -0.2 0.1
H -1.91521 -0.68463 -2.93933 0.2 -0.1 -0.3
H -3.62843 -0.35411 -2.84861 0.0 -0.2 -0.1
H -1.85560 0.43599 -5.20814 0.1 0.0 0.1
H -3.01921 1.45240 -4.29534 0.2 0.0 0.1
H -3.84754 0.11465 -6.59788 0.1 0.0 0.0
H -4.91251 0.23475 -5.20684 0.1 0.1 0.1
O 1.82926 -2.42508 -2.15909 -0.2 0.1 0.0
C 2.62118 -3.02133 -1.48985 0.5 0.3 -0.2
O 2.86000 -2.70007 -0.19787 0.0 -0.1 0.0
C 3.74012 -3.66552 0.43070 -0.4 -0.3 0.0
C 3.93711 -4.78870 -0.59076 -0.2 -0.4 -0.6
C 3.58766 -4.09786 -1.91116 0.2 0.1 0.3
H 3.19122 -4.01467 1.30226 0.3 0.0 0.2
H 4.66700 -3.17436 0.71751 0.0 0.1 0.0
H 3.25631 -5.61482 -0.38142 -0.1 0.1 0.0
H 4.93003 -5.23002 -0.64389 0.1 0.2 0.3
H 3.20855 -4.69510 -2.73294 -0.1 -0.2 0.1
H 4.48230 -3.57234 -2.26448 -0.1 0.0 -0.2
O -5.77586 3.05490 3.36583 -0.3 -0.1 0.0
C -4.88152 2.97124 4.15138 0.5 0.0 0.0
O -4.23190 1.81055 4.38215 0.0 -0.1 0.0
C -3.12841 1.96587 5.28849 -0.3 0.2 0.1
C -2.97077 3.47795 5.52188 0.3 0.2 0.2
C -4.24083 4.09992 4.95040 -0.1 -0.6 -0.3
H -2.24908 1.51671 4.83546 0.0 -0.1 -0.1
H -3.39226 1.43546 6.20371 0.1 0.0 0.0
H -2.08279 3.85946 5.01722 -0.1 -0.1 -0.1
H -2.81770 3.69806 6.57766 -0.1 0.0 0.0
H -4.06832 4.88251 4.21587 0.0 0.3 0.3
H -4.95257 4.42211 5.70790 0.0 0.2 0.0
O -3.20485 -7.00757 -0.34942 -0.1 -0.2 0.2
C -3.14775 -5.99434 -0.97464 0.4 -0.1 0.0
O -3.70986 -5.88048 -2.20584 -0.1 0.2 0.1
C -3.43446 -4.58772 -2.77098 0.4 -0.1 -0.3
C -2.21899 -4.07922 -2.00284 -0.1 0.4 0.2
C -2.40208 -4.71581 -0.61343 -0.2 0.2 -1.5
H -4.31623 -3.94944 -2.69579 0.0 0.0 0.2
H -3.21297 -4.70797 -3.82911 -0.1 -0.1 0.0
H -2.19361 -2.98875 -1.99842 0.0 0.0 0.1
H -1.28913 -4.39776 -2.47573 -0.1 -0.2 0.0
H -3.06760 -4.07123 -0.04109 0.2 -0.2 0.6
H -1.44699 -4.94312 -0.15505 -0.2 0.0 0.5
O 1.24898 -5.15333 3.69716 0.3 -0.2 -0.1
C 0.34133 -4.38293 3.60835 -0.6 0.3 0.5
O -0.91913 -4.70197 4.00225 0.3 -0.1 -0.4
C -1.87212 -3.76053 3.47958 0.6 0.9 0.5
C -1.07251 -2.47154 3.18001 0.1 0.5 -0.2
C 0.39111 -2.92284 3.19030 -0.3 -0.4 -0.5
H -2.60470 -3.55584 4.25307 -0.3 -0.4 -0.1
H -2.30915 -4.15292 2.57074 -0.3 -0.2 0.1
H -1.18464 -1.63591 3.87451 -0.3 -0.4 0.4
H -1.44398 -2.02768 2.25217 0.4 -0.3 -0.2
H 0.99679 -2.42316 3.94316 0.1 0.2 -0.1
H 0.89325 -2.83569 2.22607 0.1 0.0 0.1
O 2.51258 3.29159 1.52525 0.0 0.0 0.1
C 2.52464 4.42505 1.13892 0.2 0.1 0.0
O 2.68244 4.72040 -0.16363 -0.1 0.1 -0.4
C 2.49521 6.14136 -0.45441 0.5 -0.9 0.8
C 2.46148 6.82505 0.91669 -0.6 0.8 0.2
C 2.48201 5.69503 1.94610 0.2 0.5 0.1
H 1.54938 6.20245 -0.97951 0.1 0.3 -0.2
H 3.35611 6.41067 -1.05752 -0.2 0.2 -0.2
H 1.55203 7.42415 1.01162 -0.1 -0.3 0.0
H 3.23538 7.57317 1.08474 0.4 -0.4 -0.2
H 1.64954 5.75295 2.64226 -0.1 -0.3 -0.1
H 3.38786 5.72486 2.55397 0.0 -0.1 0.0
```
Positions in Å, forces in eV/Å.

Results
F_max (eV/Å): 1.50
HOMO (eV): -8.49
Orbital gap (eV): 8.3
Total energy (hartree): -4111.6669
Total charge: 0
LUMO level (eV): -0.235